A cluster of 9 separate species, C32H81FN5O15PS2 in total. Source: the Open Molecules 2025 dataset; level of theory: ωB97M-V with the def2-TZVPD basis set.

The geometry in XYZ format:
```
137
Properties=species:S:1:pos:R:3
C 5.78051 0.36622 -9.52291
C 5.41141 -0.49796 -8.27044
C 5.14940 -2.01491 -8.77024
O 6.41413 -2.60475 -9.17689
C 6.38921 -3.99656 -9.44917
N 6.57990 -0.34322 -7.25022
H 6.78774 0.60162 -6.96009
H 6.53350 -0.95656 -6.44912
H 7.48189 -0.46660 -7.68759
H 6.43138 -0.05605 -10.28852
H 6.20741 1.30687 -9.17505
H 4.88405 0.69809 -10.04666
H 4.54669 -0.06533 -7.76726
H 4.47227 -2.00849 -9.62438
H 4.67726 -2.67565 -8.04318
H 5.77169 -4.15514 -10.33325
H 5.97650 -4.53853 -8.59826
H 7.33813 -4.50333 -9.62474
C 12.18305 -0.69969 -5.20395
C 12.80872 -1.22271 -6.52611
C 13.08847 -2.72955 -6.61169
O 13.67299 -3.09383 -7.88432
C 13.80406 -4.46381 -8.02921
N 11.97956 -0.68168 -7.69645
H 10.98606 -0.66496 -7.51542
H 11.94309 0.32305 -7.79286
H 12.23234 -1.06799 -8.59477
H 11.54983 -1.40547 -4.66636
H 11.67410 0.25556 -5.33276
H 12.93519 -0.75341 -4.41686
H 13.76613 -0.75334 -6.75232
H 12.18410 -3.33664 -6.57112
H 13.80575 -2.92874 -5.81549
H 12.85348 -4.90603 -8.32744
H 14.12865 -4.99282 -7.13316
H 14.55632 -4.72960 -8.77188
C 10.00207 1.75467 -12.52036
C 11.17204 1.85743 -11.52240
C 12.48497 2.10359 -12.28289
O 13.62185 1.69593 -11.43182
C 14.98387 1.88168 -11.85241
N 10.91058 2.81144 -10.36761
H 10.61580 3.67425 -10.80210
H 10.12439 2.48582 -9.82359
H 11.68005 2.89797 -9.71912
H 9.82473 2.71588 -13.00276
H 9.05535 1.43499 -12.08491
H 10.32626 1.10483 -13.33320
H 11.18847 0.95569 -10.91029
H 12.55661 3.17683 -12.45925
H 12.54491 1.70088 -13.29399
H 15.17795 1.26809 -12.73215
H 15.70328 1.65012 -11.06697
H 15.21546 2.88053 -12.22221
C 5.37338 4.58577 -7.71276
C 6.57788 5.23615 -8.37370
C 6.99216 6.62692 -7.81887
O 7.43860 6.70925 -6.47534
C 7.84848 7.99166 -6.07829
N 7.72921 4.31364 -8.08322
H 7.71978 4.01356 -7.11888
H 7.63857 3.48718 -8.65667
H 8.65718 4.64743 -8.30136
H 5.55332 4.22756 -6.69915
H 4.87511 3.87225 -8.36905
H 4.59183 5.33360 -7.57847
H 6.40112 5.28649 -9.44810
H 6.20825 7.37535 -7.93476
H 7.80063 6.93329 -8.48267
H 7.17597 8.76011 -6.45947
H 8.85556 8.22985 -6.42059
H 7.82390 8.13898 -4.99857
C 9.22796 4.27201 -4.56518
C 10.66316 4.70188 -5.01990
C 11.74141 4.06539 -4.11558
O 13.12475 4.21241 -4.47574
C 13.96386 3.41320 -3.62337
N 10.94191 4.25846 -6.49151
H 11.94244 4.37358 -6.41531
H 10.78514 3.27615 -6.66638
H 10.61556 4.81765 -7.26669
H 8.38257 4.77528 -5.03438
H 8.97921 4.50876 -3.53069
H 9.07321 3.19674 -4.65431
H 10.92780 5.75693 -5.09007
H 11.47235 3.01122 -4.18210
H 11.59301 4.18130 -3.04197
H 13.97827 2.32550 -3.69267
H 13.80467 3.66698 -2.57535
H 14.99880 3.75520 -3.61827
P 9.29073 1.33333 -7.70484
O 8.35285 1.82618 -6.50747
O 10.74064 1.80955 -7.68469
O 8.64193 1.86556 -9.02768
O 9.37886 -0.24606 -7.57450
O 12.18380 -1.94544 -10.41739
S 11.06943 -2.03238 -11.33286
O 11.04621 -1.25748 -12.59926
O 11.03123 -3.67795 -11.64431
C 10.25289 -4.09414 -12.76013
C 10.53654 -5.59849 -12.94561
C 9.46960 -1.89064 -10.35094
H 10.49665 -3.46215 -13.61411
H 9.19323 -3.91183 -12.58137
H 10.26424 -6.10292 -12.01851
H 11.56139 -5.82321 -13.24105
H 9.86195 -6.18708 -13.56737
H 9.72140 -2.51443 -9.49330
H 8.59597 -2.37515 -10.78698
H 9.32052 -0.87198 -9.99290
O 8.09987 -0.46103 -1.02898
S 7.67256 -0.28673 -2.43078
O 6.75649 -1.24398 -3.02969
O 7.04978 1.27593 -2.53956
C 6.19394 1.51784 -3.62860
C 5.45297 2.88630 -3.49291
C 9.06304 0.08296 -3.51103
H 5.44321 0.72829 -3.59538
H 6.81406 1.38293 -4.51480
H 4.91614 3.12603 -4.41076
H 6.26301 3.61268 -3.42716
H 4.83445 2.92874 -2.59639
H 8.72912 0.24199 -4.53636
H 9.75651 -0.75576 -3.44981
H 9.56769 0.91823 -3.02550
F 10.02083 -5.02149 -7.59974
C 9.03630 -4.77830 -6.75700
C 8.78360 -3.41200 -6.24190
C 7.82419 -3.20907 -5.26845
C 6.98966 -4.26592 -4.85048
C 7.29852 -5.58948 -5.22323
C 8.24856 -5.79919 -6.23260
H 9.37162 -2.59978 -6.64305
H 7.68984 -2.20924 -4.88283
H 6.18957 -4.14218 -4.13569
H 6.78648 -6.39186 -4.71292
H 8.51502 -6.81764 -6.47375
```

orbital gap = 7.190 eV
molecular weight = 890.126 g/mol
F_max = 4.7 eV/A
HOMO level = -12.45 eV
total charge = +2
E_LUMO = -0.193 Ha

Results of the Mulliken charge analysis, in e, for atoms 1 through 8:
1. C -0.711
2. C 0.285
3. C -1.073
4. O 0.017
5. C -0.910
6. N 0.572
7. H -0.008
8. H 0.335

***

A cluster of 5 separate species, C32H81N4O5 in total. Source: the Open Molecules 2025 dataset; level of theory: ωB97M-V with the def2-TZVPD basis set.

The geometry in XYZ format:
```
122
Properties=species:S:1:pos:R:3
O 0.49300 0.30169 -1.69325
H -0.03321 0.98531 -2.15183
C -1.19652 -4.37279 -1.08785
C -0.14799 -3.26625 -0.93540
N 1.11843 -3.48999 -1.91853
C 1.52579 -4.99024 -2.06023
C 0.86145 -2.86404 -3.36150
C 1.92902 -3.26542 -4.46593
C 2.21221 -2.63638 -1.19410
C 3.04500 -3.39299 -0.05821
O 3.86341 -4.29989 -0.60294
C 4.70081 -4.88124 0.43026
H -0.83493 -5.30299 -0.64959
H -1.45923 -4.46467 -2.14172
H -2.07304 -4.11033 -0.49545
H 0.26693 -3.16154 0.06709
H -0.59208 -2.31920 -1.24195
H 0.82114 -5.44992 -2.75325
H 1.57596 -5.50644 -1.10153
H 2.53749 -4.85759 -2.44361
H 1.00182 -1.78972 -3.24219
H -0.13303 -3.13999 -3.71215
H 1.61739 -4.27473 -4.73476
H 2.97486 -3.28169 -4.15928
H 1.84818 -2.79108 -5.44398
H 1.80181 -1.67618 -0.88155
H 2.86158 -2.19422 -1.94969
H 2.51532 -3.85347 0.77576
H 3.72719 -2.59047 0.22229
H 4.12722 -5.20744 1.29784
H 5.43506 -4.14739 0.76257
H 5.32678 -5.66578 0.00508
C -6.02712 0.21668 -3.30330
C -4.88302 1.20329 -3.32922
N -3.61724 0.67786 -2.64529
C -3.07540 -0.71693 -3.24958
C -2.61874 1.86691 -2.92404
C -2.01394 1.91767 -4.35677
C -3.83182 0.42132 -1.17779
C -4.50760 1.54168 -0.37154
O -3.83303 2.75898 -0.32904
C -4.56677 3.71867 0.49275
H -6.86880 0.57191 -2.70877
H -5.87118 -0.80241 -2.94942
H -6.52314 0.06870 -4.26256
H -5.09383 2.15672 -2.84483
H -4.58466 1.38298 -4.36208
H -2.17190 -1.00708 -2.71330
H -3.07341 -0.78887 -4.33720
H -3.61887 -1.55818 -2.81942
H -1.76811 1.58731 -2.30247
H -3.05877 2.79276 -2.55353
H -2.70924 1.71472 -5.17130
H -1.10553 1.32239 -4.44920
H -1.80082 2.94161 -4.66371
H -2.90444 0.12728 -0.68625
H -4.43768 -0.48368 -1.13279
H -4.54252 1.17861 0.65562
H -5.53149 1.61998 -0.73707
H -5.61498 3.51572 0.71223
H -4.46315 4.63216 -0.09282
H -4.09063 3.73505 1.47311
C -1.11986 -0.60635 1.36901
C -0.82974 -0.24016 2.86933
N -0.47383 -1.44810 3.79176
C -1.68711 -2.47641 3.90324
C 0.82444 -2.21077 3.25084
C 2.16123 -1.35352 3.03921
C -0.19857 -0.81518 5.21664
C 0.68045 -1.56863 6.19212
O 0.10843 -2.82563 6.34720
C 1.01167 -3.82063 6.88408
H -0.36140 -1.33090 1.07259
H -0.74198 0.26486 0.83394
H -2.06003 -0.95506 0.94172
H -1.69229 0.31080 3.24424
H -0.04818 0.51962 2.87309
H -1.48542 -3.33695 4.54113
H -1.94043 -2.86146 2.91548
H -2.61157 -1.96902 4.17894
H 0.62901 -2.80640 2.35914
H 0.95748 -2.91774 4.06974
H 1.99141 -0.77065 2.13394
H 3.04761 -1.93282 2.78065
H 2.42332 -0.63047 3.81160
H -1.23282 -0.71134 5.54470
H 0.13872 0.19547 4.98658
H 0.74192 -1.18236 7.20953
H 1.72970 -1.54906 5.89748
H 2.03266 -3.62837 6.55433
H 0.87326 -4.81538 6.46051
H 0.93792 -3.77722 7.97071
C 4.18965 2.04051 -0.87562
C 4.03565 3.57183 -0.91871
N 2.76905 4.06897 -0.18251
C 2.69192 3.39105 1.24715
C 2.85595 5.62476 0.01994
C 3.12871 6.45011 -1.24542
C 1.51104 3.69306 -0.97909
C 0.11211 3.78330 -0.34854
O -0.21424 4.96654 0.18875
C -1.20204 4.92066 1.19122
H 5.05987 1.78853 -1.48170
H 3.35640 1.36080 -1.05390
H 4.61453 1.79866 0.09859
H 3.85170 3.96854 -1.91715
H 4.91023 4.05446 -0.48250
H 2.81701 2.32804 1.04105
H 1.72410 3.56965 1.71570
H 3.52192 3.71281 1.87617
H 3.62669 5.67565 0.78902
H 1.94333 6.02456 0.46197
H 2.35922 6.35840 -2.01195
H 4.11301 6.08954 -1.54419
H 3.32280 7.51238 -1.09707
H 1.50672 2.65586 -1.31421
H 1.59518 4.17177 -1.95473
H 0.07309 3.00049 0.40894
H -0.57283 3.46144 -1.13299
H -1.33857 5.94801 1.52889
H -0.93490 4.29942 2.04609
H -2.14331 4.60330 0.74246
```

orbital gap = 7.944 eV
molecular weight = 602.023 g/mol
F_max = 3.5 eV/A
HOMO level = -14.02 eV
total charge = +3
E_LUMO = -0.223 Ha

Results of the Mulliken charge analysis, in e, for atoms 1 through 8:
1. O -0.663
2. H -0.194
3. C -1.653
4. C 1.069
5. N 0.646
6. C -1.303
7. C -0.152
8. C -1.342

***

A cluster of 8 separate species, C32H82NO7P in total. Source: the Open Molecules 2025 dataset; level of theory: ωB97M-V with the def2-TZVPD basis set.

The geometry in XYZ format:
```
123
Properties=species:S:1:pos:R:3
C 0.30337 2.25909 -1.84212
P -0.74198 1.52857 -0.50695
C -2.29854 2.49661 -0.67848
C -3.20383 2.15931 -1.85931
C -4.54777 2.88751 -1.82846
N -5.56204 2.09029 -1.13052
H 1.06415 2.87769 -1.36847
H 0.80618 1.45995 -2.38843
H -0.25024 2.86118 -2.56334
H -1.14729 0.31908 -1.12047
H -2.85170 2.40847 0.26010
H -1.96787 3.53793 -0.76022
H -3.37930 1.07852 -1.87418
H -2.68812 2.38425 -2.79311
H -4.42343 3.82714 -1.28056
H -4.85632 3.15539 -2.84612
H -5.45529 1.11220 -1.37554
H -6.50228 2.35479 -1.39677
C -0.34389 -1.45273 2.45451
C 0.63199 -2.01616 1.43640
O 1.78869 -1.21634 1.24474
C 2.61189 -1.03922 2.38419
C 3.19669 -2.33159 2.93051
H -0.61341 -0.43091 2.18334
H -1.24938 -2.06090 2.47591
H 0.07107 -1.44659 3.46331
H 0.15855 -2.05196 0.45397
H 0.91101 -3.04402 1.69798
H 2.07328 -0.50182 3.17250
H 3.41415 -0.38478 2.04144
H 2.43209 -2.98739 3.34866
H 3.90654 -2.10517 3.72756
H 3.72404 -2.87479 2.14343
C -2.61156 -0.18360 -7.74210
C -3.36913 0.60865 -6.68960
O -2.91776 0.38773 -5.36569
C -1.56525 0.73326 -5.10854
C -1.25852 2.20476 -5.30605
H -2.61727 -1.24640 -7.49609
H -3.08818 -0.05064 -8.71456
H -1.57545 0.14345 -7.83679
H -4.41589 0.30327 -6.67736
H -3.34776 1.67722 -6.93552
H -0.88434 0.11981 -5.70746
H -1.40027 0.44772 -4.06945
H -1.35483 2.52791 -6.34357
H -0.23317 2.40541 -4.99162
H -1.92978 2.81824 -4.70303
C -0.71850 4.98509 1.68327
C -0.87975 5.04477 3.19189
O -1.20930 6.33044 3.69046
C -2.41383 6.89175 3.19546
C -3.65158 6.05748 3.47427
H 0.00934 5.72322 1.34255
H -0.37145 3.99059 1.39458
H -1.66150 5.16639 1.16503
H 0.06252 4.79398 3.67932
H -1.61885 4.30339 3.51741
H -2.33259 7.09453 2.12104
H -2.49168 7.85613 3.69814
H -3.64489 5.11267 2.92863
H -4.54516 6.60372 3.16741
H -3.73082 5.83647 4.54017
C 2.12610 -1.88455 -2.18484
C 0.71376 -2.22501 -2.62712
O 0.35322 -1.72406 -3.90402
C 1.13515 -2.19289 -4.98948
C 1.10794 -3.70085 -5.16900
H 2.28863 -0.80574 -2.22716
H 2.28073 -2.20558 -1.15415
H 2.87977 -2.37151 -2.80734
H -0.00592 -1.76888 -1.94462
H 0.54879 -3.30820 -2.58801
H 2.17043 -1.84294 -4.89918
H 0.70508 -1.70684 -5.86658
H 1.59775 -4.22202 -4.34587
H 1.63579 -3.96811 -6.08565
H 0.08003 -4.05825 -5.24500
C 7.72803 -5.07413 -1.14194
C 6.90404 -4.49435 -2.27766
O 5.55955 -4.21890 -1.92280
C 5.38184 -3.28249 -0.87396
C 5.92950 -1.89921 -1.17173
H 7.23885 -5.95969 -0.73236
H 8.71512 -5.36212 -1.50621
H 7.87361 -4.35802 -0.33235
H 6.83039 -5.21388 -3.09329
H 7.39108 -3.59838 -2.67956
H 5.80168 -3.66556 0.06428
H 4.30194 -3.22414 -0.73791
H 7.01704 -1.88351 -1.25366
H 5.65033 -1.21776 -0.36651
H 5.50884 -1.51896 -2.10408
C 4.07664 -6.67381 2.68287
C 5.45399 -6.03801 2.60728
O 6.37890 -6.53072 3.56044
C 6.68662 -7.91104 3.46089
C 7.31143 -8.31278 2.13527
H 3.66797 -6.58069 3.69002
H 3.40436 -6.16889 1.98721
H 4.09340 -7.73059 2.41371
H 5.37803 -4.97111 2.82241
H 5.86069 -6.13340 1.59322
H 5.79786 -8.52129 3.65923
H 7.38951 -8.09291 4.27397
H 6.61309 -8.21615 1.30302
H 7.62394 -9.35706 2.18072
H 8.18832 -7.69895 1.92423
C -9.73570 6.26842 5.19122
C -8.68115 5.75351 4.22672
O -7.46841 6.48696 4.25094
C -6.78016 6.50374 5.49010
C -6.36581 5.13014 5.98881
H -9.92007 7.33061 5.02549
H -10.66978 5.72717 5.03357
H -9.44632 6.12642 6.23310
H -9.03659 5.84769 3.20049
H -8.49253 4.68881 4.40634
H -7.36853 7.02349 6.25520
H -5.89525 7.11151 5.29946
H -7.22314 4.51382 6.26210
H -5.74163 5.23718 6.87735
H -5.79255 4.60337 5.22475
```

orbital gap = 9.196 eV
molecular weight = 623.982 g/mol
F_max = 0.5 eV/A
HOMO level = -8.44 eV
E_LUMO = 0.028 Ha
SMILES = CPCCCN.CCOCC.CCOCC.CCOCC.CCOCC.CCOCC.CCOCC.CCOCC

Results of the Mulliken charge analysis, in e, for atoms 1 through 8:
1. C -0.997
2. P 0.298
3. C -1.099
4. C 0.709
5. C -0.676
6. N -0.579
7. H 0.461
8. H 0.116

***

What is the formula in the third record? C32H82NO7P

***

Look up the orbital gap of the third one. 9.196 eV

***

orbital gap of number 1 (C32H81FN5O15PS2)? 7.190 eV

***

What is the F_max in the second record? 3.5 eV/A